{
  "formula": "C25H21IN5O4Se4V",
  "method": "the ωB97M-V functional and the def2-TZVPD basis",
  "charge": -1,
  "spin_multiplicity": 2,
  "largest_force_ev_per_a": 0.8,
  "e_homo_ev": [-4.09, -2.27],
  "orbital_gap_ha": [0.2070, 0.1355],
  "species": ["V", "Se", "Se", "Se", "Se", "C", "C", "N", "C", "C", "C", "C", "C", "C", "C", "C", "N", "C", "N", "H", "H", "H", "H", "H", "H", "H", "H", "H", "O", "C", "N", "C", "O", "C", "C", "C", "C", "N", "C", "H", "H", "H", "H", "H", "H", "H", "H", "I", "C", "C", "C", "C", "C", "C", "C", "O", "O", "H", "H", "H", "H"],
  "xyz": [[-0.366, 0.450, -0.037], [-0.781, 0.860, 2.523], [0.109, -1.166, 3.268], [2.310, -0.922, 2.511], [2.013, -0.022, 0.350], [0.839, 0.698, -4.216], [0.839, 0.675, -2.838], [-0.228, 0.266, -2.111], [-1.308, -0.156, -2.799], [-1.369, -0.215, -4.181], [-0.272, 0.249, -4.919], [-2.626, -0.691, -4.774], [-2.864, -1.452, -5.854], [-1.930, -2.168, -6.732], [-2.396, -2.684, -7.946], [-1.494, -3.377, -8.726], [-0.228, -3.573, -8.357], [0.108, -3.056, -7.182], [-0.662, -2.371, -6.353], [1.716, 1.060, -4.735], [1.704, 0.998, -2.270], [-2.159, -0.464, -2.200], [-0.291, 0.251, -5.996], [-3.510, -0.356, -4.239], [-3.904, -1.609, -6.120], [-3.419, -2.543, -8.260], [-1.793, -3.795, -9.681], [1.131, -3.216, -6.860], [-4.127, 0.076, 2.822], [-4.014, -1.307, 3.007], [-4.827, -2.056, 2.069], [-4.449, -2.833, 1.021], [-5.245, -3.555, 0.442], [-3.016, -2.775, 0.598], [-2.347, -3.936, 0.232], [-1.027, -3.815, -0.175], [-0.434, -2.570, -0.216], [-1.077, -1.447, 0.142], [-2.350, -1.568, 0.543], [-3.254, 0.450, 2.569], [-4.384, -1.551, 4.009], [-2.977, -1.643, 2.926], [-5.820, -2.093, 2.245], [-2.856, -4.889, 0.255], [-0.446, -4.680, -0.465], [0.596, -2.429, -0.521], [-2.848, -0.643, 0.814], [-5.143, 7.700, 0.730], [-3.989, 5.992, 0.389], [-4.462, 4.757, 0.806], [-3.699, 3.625, 0.567], [-2.469, 3.737, -0.067], [-1.998, 4.982, -0.462], [-2.761, 6.117, -0.246], [-1.642, 2.520, -0.292], [-0.398, 2.589, -0.373], [-2.223, 1.390, -0.319], [-5.412, 4.678, 1.312], [-4.046, 2.648, 0.876], [-1.026, 5.051, -0.932], [-2.404, 7.087, -0.560]],
  "atomic_forces_ev_per_a": [[0.549, 0.509, -0.245], [-0.092, -0.047, 0.038], [-0.017, 0.002, -0.001], [-0.019, 0.035, -0.013], [0.202, -0.163, -0.036], [-0.121, -0.059, -0.080], [0.021, 0.020, 0.114], [-0.005, 0.126, 0.166], [0.092, 0.005, 0.003], [0.091, 0.036, -0.106], [-0.020, -0.045, 0.239], [-0.052, -0.178, -0.228], [0.034, 0.157, 0.180], [0.021, 0.011, 0.004], [0.163, 0.007, 0.087], [-0.001, 0.023, 0.039], [-0.035, -0.079, -0.178], [0.086, -0.016, 0.047], [-0.208, 0.078, 0.026], [0.004, 0.007, -0.006], [-0.044, -0.001, -0.023], [-0.011, 0.027, -0.050], [-0.010, -0.013, -0.078], [-0.035, -0.021, 0.009], [-0.016, 0.016, 0.042], [-0.039, 0.017, 0.006], [0.014, -0.016, -0.021], [0.030, -0.006, 0.001], [0.084, 0.175, -0.181], [0.022, 0.009, 0.132], [-0.029, -0.030, 0.000], [0.053, 0.035, 0.032], [-0.060, -0.102, -0.062], [-0.017, -0.120, 0.160], [0.076, 0.177, -0.077], [-0.027, -0.117, 0.005], [0.197, 0.092, -0.006], [-0.358, -0.581, -0.039], [-0.144, 0.163, -0.109], [-0.051, -0.209, 0.272], [0.057, 0.043, -0.060], [-0.093, 0.035, 0.081], [0.007, 0.008, 0.016], [-0.039, -0.025, 0.013], [-0.005, -0.016, -0.002], [-0.027, -0.032, -0.003], [0.043, -0.067, -0.126], [-0.028, 0.043, 0.008], [0.041, -0.030, -0.015], [-0.038, 0.041, 0.011], [0.011, -0.021, -0.067], [0.021, 0.110, -0.121], [0.031, -0.018, 0.050], [-0.056, 0.011, 0.028], [-0.319, -0.010, -0.048], [0.252, 0.137, 0.019], [-0.174, -0.161, 0.161], [-0.033, -0.005, 0.014], [-0.008, 0.000, 0.000], [0.015, -0.011, -0.007], [0.017, 0.040, -0.013]],
  "mulliken_charge": [0.185, -0.398, -0.249, -0.213, -0.420, -1.029, -0.427, 0.719, -0.487, 0.145, -0.117, -0.798, -0.604, 1.031, -0.678, -0.134, -0.613, -0.123, -0.357, 0.397, 0.312, 0.450, 0.511, 0.406, 0.247, 0.355, 0.382, 0.418, -0.565, -0.474, 0.003, -0.044, -0.692, 0.129, -0.512, -1.036, -0.421, 1.017, -0.692, 0.221, 0.313, 0.371, 0.244, 0.500, 0.419, 0.453, 1.192, 0.047, 0.029, -0.570, -0.388, 0.157, -0.390, -0.517, 0.821, -0.675, -0.512, 0.385, 0.424, 0.478, 0.373]
}


{
  "formula": "C25H21N5O4SeTi",
  "method": "the ωB97M-V functional and the def2-TZVPD basis",
  "largest_force_ev_per_a": 0.7,
  "e_homo_ev": -7.45,
  "e_above_lowest_kj_mol": 0.0,
  "orbital_gap_ha": 0.2744,
  "species": ["Ti", "C", "N", "C", "C", "C", "C", "C", "C", "N", "C", "C", "C", "C", "C", "C", "N", "C", "C", "C", "C", "C", "N", "H", "H", "H", "H", "H", "H", "H", "H", "H", "H", "H", "H", "H", "H", "H", "H", "H", "H", "O", "C", "O", "C", "C", "C", "C", "C", "N", "C", "O", "O", "H", "H", "H", "Se"],
  "xyz": [[0.015, -0.206, -1.110], [-0.789, 0.254, 2.119], [-0.027, -0.723, 1.313], [-0.611, -2.046, 1.623], [-1.433, -2.669, 0.529], [-2.193, -3.791, 0.844], [-2.983, -4.361, -0.132], [-2.999, -3.779, -1.390], [-2.201, -2.676, -1.622], [-1.410, -2.135, -0.686], [1.416, -0.765, 1.620], [2.050, -1.797, 0.725], [3.131, -2.565, 1.121], [3.649, -3.495, 0.234], [3.060, -3.637, -1.010], [1.981, -2.832, -1.330], [1.486, -1.932, -0.479], [-0.428, 1.714, 2.025], [-1.223, 2.638, 2.702], [-0.889, 3.975, 2.637], [0.242, 4.352, 1.923], [0.975, 3.364, 1.297], [0.640, 2.072, 1.332], [-0.742, -0.038, 3.178], [-1.828, 0.159, 1.797], [-1.255, -1.961, 2.503], [0.179, -2.745, 1.904], [-2.164, -4.195, 1.848], [-3.586, -5.234, 0.084], [-3.616, -4.169, -2.187], [-2.162, -2.193, -2.588], [1.595, -1.007, 2.675], [1.844, 0.212, 1.398], [3.555, -2.429, 2.107], [4.498, -4.105, 0.515], [3.430, -4.351, -1.732], [1.490, -2.875, -2.294], [-2.095, 2.305, 3.251], [-1.497, 4.716, 3.138], [0.548, 5.386, 1.857], [1.870, 3.607, 0.734], [3.380, 1.999, -1.995], [2.256, 1.610, -1.761], [1.918, 0.523, -1.137], [1.047, 2.443, -2.122], [1.021, 3.707, -2.679], [-0.208, 4.355, -2.767], [-1.356, 3.753, -2.265], [-1.236, 2.480, -1.736], [-0.069, 1.864, -1.718], [-2.298, 1.661, -1.038], [-3.425, 2.075, -0.883], [-1.813, 0.533, -0.604], [1.944, 4.162, -3.010], [-0.264, 5.346, -3.199], [-2.321, 4.240, -2.268], [-0.101, -0.796, -3.288]],
  "atomic_forces_ev_per_a": [[-0.077, -0.393, -0.625], [-0.069, 0.027, -0.075], [-0.012, 0.150, 0.149], [-0.023, -0.035, -0.036], [-0.073, -0.031, 0.049], [-0.031, 0.018, -0.012], [-0.009, -0.011, -0.008], [-0.002, 0.011, -0.006], [0.022, 0.041, -0.013], [0.101, 0.135, 0.118], [0.045, -0.001, -0.041], [-0.041, -0.004, 0.006], [0.005, 0.025, -0.002], [0.004, -0.004, 0.003], [0.005, 0.004, -0.020], [-0.005, 0.019, 0.014], [-0.048, 0.141, -0.064], [0.069, -0.048, -0.001], [-0.059, -0.012, -0.046], [0.002, -0.008, 0.026], [-0.001, 0.019, 0.008], [-0.054, 0.007, -0.105], [0.121, 0.031, -0.079], [0.046, 0.021, 0.008], [-0.014, -0.020, 0.035], [0.038, -0.028, 0.030], [0.018, 0.001, -0.058], [-0.001, 0.008, 0.001], [0.002, 0.001, 0.006], [0.004, 0.004, -0.005], [-0.009, -0.020, -0.013], [0.006, -0.015, -0.003], [-0.003, -0.003, 0.036], [0.003, -0.005, 0.000], [0.002, 0.004, 0.005], [-0.002, -0.001, 0.000], [0.008, -0.021, 0.002], [-0.011, 0.004, -0.015], [-0.005, -0.002, 0.000], [0.003, -0.002, -0.001], [0.004, -0.010, -0.042], [-0.053, -0.011, 0.014], [0.122, 0.044, 0.008], [-0.150, -0.070, 0.109], [-0.018, 0.085, 0.088], [0.013, 0.002, 0.014], [-0.005, 0.004, -0.003], [0.002, -0.030, -0.005], [-0.032, 0.051, 0.014], [0.065, -0.102, 0.268], [-0.030, 0.026, 0.008], [0.016, -0.004, 0.002], [0.073, -0.081, -0.041], [0.000, -0.003, 0.004], [0.001, -0.001, 0.000], [0.003, 0.003, -0.001], [0.037, 0.090, 0.298]],
  "mulliken_charge": [0.204, -1.757, 2.076, -1.976, 0.760, -1.018, -0.387, -0.989, -0.438, 0.850, -1.662, 0.848, -0.850, -0.344, -1.058, -0.403, 0.703, 0.343, -1.107, -0.353, -0.827, -0.362, 0.283, 0.786, 0.591, 0.587, 0.429, 0.475, 0.417, 0.428, 0.358, 0.535, 0.493, 0.482, 0.415, 0.440, 0.381, 0.457, 0.425, 0.428, 0.499, -0.730, 0.186, -0.288, 0.420, -0.846, -0.271, -0.938, 0.472, 0.625, 0.197, -0.727, -0.270, 0.569, 0.452, 0.565, -0.573]
}


{
  "formula": "C25H22Br6N4O6",
  "method": "the ωB97M-V functional and the def2-TZVPD basis",
  "largest_force_ev_per_a": 2.4,
  "e_homo_ev": -9.55,
  "e_above_lowest_kj_mol": 0.0,
  "orbital_gap_ha": 0.3273,
  "species": ["C", "Br", "Br", "Br", "H", "C", "Br", "Br", "Br", "H", "C", "C", "C", "C", "C", "C", "N", "O", "O", "H", "H", "H", "H", "H", "C", "C", "C", "C", "C", "C", "N", "O", "O", "H", "H", "H", "H", "H", "C", "C", "C", "C", "C", "C", "N", "O", "O", "H", "H", "H", "H", "H", "N", "C", "C", "C", "C", "C", "H", "H", "H", "H", "H"],
  "xyz": [[3.998, 2.398, 0.360], [3.563, 3.771, 1.711], [3.773, 3.127, -1.474], [3.059, 0.693, 0.651], [5.046, 2.183, 0.514], [0.634, -0.971, -1.296], [-0.293, -1.467, 0.397], [-0.728, -0.597, -2.655], [1.729, -2.560, -1.769], [1.307, -0.137, -1.150], [4.681, -2.644, -6.237], [5.366, -1.455, -6.507], [4.884, -0.265, -5.979], [3.789, -0.324, -5.127], [3.065, -1.461, -4.866], [3.560, -2.645, -5.387], [3.359, 0.945, -4.465], [2.368, 0.943, -3.778], [4.057, 1.931, -4.640], [5.075, -3.570, -6.633], [6.272, -1.662, -7.061], [5.263, 0.723, -6.196], [2.314, -1.535, -4.092], [3.080, -3.589, -5.168], [-4.615, -0.507, 0.300], [-4.796, 0.826, -0.108], [-4.539, 1.196, -1.407], [-4.034, 0.207, -2.298], [-3.800, -1.085, -1.888], [-4.143, -1.437, -0.576], [-3.797, 0.595, -3.689], [-3.285, -0.219, -4.440], [-4.221, 1.673, -4.010], [-4.816, -0.692, 1.347], [-5.082, 1.515, 0.675], [-4.645, 2.225, -1.711], [-3.433, -1.878, -2.520], [-4.025, -2.459, -0.240], [0.970, 0.177, 6.032], [0.110, -0.447, 6.928], [-0.758, -1.400, 6.382], [-0.793, -1.580, 5.016], [0.096, -0.929, 4.159], [0.998, -0.008, 4.641], [-1.841, -2.441, 4.416], [-2.560, -3.022, 5.202], [-1.862, -2.603, 3.214], [1.732, 0.892, 6.330], [0.185, -0.221, 7.979], [-1.391, -1.920, 7.087], [-0.166, -1.097, 3.126], [1.488, 0.725, 4.018], [-0.625, 3.360, 2.412], [-1.026, 2.831, 3.564], [-1.877, 1.734, 3.627], [-2.161, 1.095, 2.444], [-1.628, 1.495, 1.214], [-0.953, 2.724, 1.274], [-0.648, 3.288, 4.471], [-2.211, 1.473, 4.622], [-2.669, 0.139, 2.542], [-1.833, 0.844, 0.380], [-0.569, 3.095, 0.331]],
  "atomic_forces_ev_per_a": [[-0.308, 0.584, -0.181], [-0.016, -0.790, -0.630], [0.067, -0.696, 1.208], [0.314, 0.891, -0.048], [-0.034, -0.020, -0.197], [-0.903, -1.439, 0.039], [0.631, 0.278, -0.776], [1.146, -0.076, 0.474], [-0.417, 0.811, 0.197], [-0.165, 0.068, -0.021], [-0.510, 0.523, 0.923], [-0.474, -1.181, 0.215], [-0.039, 0.051, -0.014], [-0.328, 0.814, -0.164], [0.671, -0.909, 0.774], [0.438, -0.319, -1.099], [0.680, 0.284, -0.428], [-0.434, -0.368, 0.220], [-0.095, -0.201, -0.075], [-0.093, -0.081, 0.020], [0.087, 1.084, -0.280], [0.431, -0.159, 0.054], [-0.217, 0.499, -0.407], [-0.103, 0.047, 0.095], [-0.235, 1.446, 0.336], [0.222, -0.708, 0.324], [0.587, -0.593, -0.412], [-0.400, 0.655, 1.020], [-0.639, -0.465, 0.505], [0.307, -0.611, -0.264], [-0.432, -0.756, 0.160], [0.240, 0.167, 0.181], [0.076, 0.792, -0.577], [-0.026, -0.521, -0.086], [-0.149, 0.348, -0.340], [-0.055, -0.062, -0.244], [0.043, 0.321, -0.361], [0.147, -0.026, -0.128], [1.230, 0.995, -0.370], [0.692, -0.458, -1.549], [-0.209, 0.483, 1.223], [0.591, 0.324, -0.098], [-1.469, -0.300, -0.586], [-1.362, -0.252, 1.067], [0.785, -0.729, 0.829], [-0.346, 0.154, -0.146], [-0.119, 0.373, -0.285], [-0.343, 0.089, 0.684], [-0.196, -0.180, 0.079], [-0.300, -0.188, -0.423], [0.648, 0.206, -0.282], [0.474, -0.439, -0.182], [0.126, -0.259, -0.605], [-0.287, 0.074, -0.506], [0.710, 1.141, 0.315], [0.007, -1.414, 0.106], [-0.610, 0.961, 2.067], [0.249, -1.042, -0.442], [-0.104, 0.197, 0.012], [-0.234, -0.575, -0.221], [-0.288, 0.076, -0.354], [0.232, 0.529, -0.499], [0.112, 0.550, 0.152]],
  "mulliken_charge": [-0.376, -0.047, -0.007, 0.015, 0.427, -0.285, 0.012, 0.156, -0.029, 0.305, -0.420, -0.445, -0.465, 0.234, 0.017, -0.357, 0.937, -0.484, -0.602, 0.372, 0.342, 0.458, -0.036, 0.406, -0.500, -0.472, -0.543, -0.121, -0.135, -0.460, 1.052, -0.591, -0.617, 0.457, 0.390, 0.467, 0.593, 0.414, -0.287, -0.675, -0.311, -0.183, 0.441, -0.779, 1.043, -0.607, -0.587, 0.352, 0.462, 0.456, 0.039, 0.563, -0.546, -0.277, -0.619, 0.191, 0.151, -0.925, 0.411, 0.422, 0.337, 0.423, 0.441]
}